Below is C28H56F4N3O3Si2TeV as an isolated structure, with properties calculated with ωB97M-V with the def2-TZVPD basis set.

Last column: Löwdin charge in e.
CARTESIAN COORDINATES (ANGSTROEM)
V: 0.420 0.841 0.228  0.7472
C: -0.285 4.033 1.132  -0.0536
O: -0.837 2.959 0.378  -0.2585
C: -1.327 3.386 -0.876  -0.1802
C: -2.267 2.304 -1.324  -0.1654
O: -1.630 1.045 -1.127  -0.2531
C: -2.560 -0.051 -1.264  -0.1472
C: -3.406 -0.261 -0.033  -0.1946
O: -2.571 -0.718 1.001  -0.2123
C: -3.260 -0.863 2.229  -0.0745
H: -1.050 4.794 1.299  0.1048
H: 0.565 4.474 0.608  0.0947
H: 0.035 3.629 2.086  0.0807
H: -0.490 3.543 -1.563  0.1213
H: -1.873 4.329 -0.784  0.1442
H: -2.541 2.423 -2.377  0.1328
H: -3.177 2.351 -0.723  0.1345
H: -1.934 -0.925 -1.433  0.0943
H: -3.190 0.127 -2.140  0.1269
H: -4.183 -1.001 -0.269  0.1412
H: -3.922 0.658 0.275  0.1275
H: -4.114 -1.540 2.125  0.0981
H: -3.616 0.105 2.599  0.1000
H: -2.560 -1.286 2.948  0.0898
C: -0.591 -3.011 -2.692  -0.1043
N: -0.461 -2.527 -1.325  -0.2841
C: -1.345 -3.284 -0.447  -0.0847
C: 0.922 -2.649 -0.904  -0.2553
C: 1.221 -2.248 0.527  -0.2053
N: 0.717 -0.951 1.013  -0.0682
C: 0.655 -0.895 2.398  -0.1843
C: -0.143 0.098 2.972  -0.1720
F: -0.701 0.984 2.083  0.0224
C: -0.346 0.287 4.313  -0.2311
F: -1.140 1.284 4.714  0.1104
C: 0.275 -0.543 5.224  0.0837
C: 1.105 -1.516 4.708  -0.2085
F: 1.766 -2.316 5.542  0.1169
C: 1.317 -1.694 3.347  -0.1443
F: 2.225 -2.615 2.999  0.0947
H: -0.350 -4.082 -2.774  0.0965
H: 0.082 -2.459 -3.350  0.0630
H: -1.616 -2.871 -3.043  0.0853
H: -1.070 -4.350 -0.415  0.1015
H: -2.372 -3.214 -0.813  0.0910
H: -1.326 -2.870 0.558  0.0741
H: 1.542 -2.095 -1.607  0.0150
H: 1.256 -3.699 -0.985  0.1373
H: 2.306 -2.319 0.638  0.1097
H: 0.811 -3.026 1.175  0.1169
H: 0.141 -0.424 6.289  0.1438
C: 0.882 0.073 -6.123  -0.1808
Si: -0.370 1.159 -5.271  0.4011
C: -0.866 2.587 -6.364  -0.1732
C: -1.862 0.153 -4.762  -0.1621
C: 0.350 1.909 -3.689  -0.5154
Te: 1.298 0.497 -2.395  1.4513
C: 3.248 1.354 -2.504  -0.5173
Si: 4.632 0.103 -2.851  0.4037
C: 4.393 -1.419 -1.780  -0.1735
C: 4.557 -0.368 -4.653  -0.1727
C: 6.243 0.954 -2.451  -0.1729
H: 0.437 -0.360 -7.022  0.0428
H: 1.210 -0.753 -5.491  0.0073
H: 1.765 0.639 -6.432  0.0389
H: -1.353 2.231 -7.274  0.0396
H: 0.006 3.172 -6.665  0.0375
H: -1.563 3.260 -5.859  0.0343
H: -2.295 -0.371 -5.616  0.0467
H: -2.642 0.792 -4.339  0.0282
H: -1.592 -0.600 -4.015  0.0078
H: -0.451 2.397 -3.139  -0.0291
H: 1.106 2.668 -3.901  0.0224
H: 3.393 1.898 -1.574  -0.0320
H: 3.199 2.087 -3.312  0.0184
H: 3.951 -2.240 -2.349  0.0382
H: 3.753 -1.226 -0.918  -0.0020
H: 5.351 -1.772 -1.391  0.0448
H: 3.597 -0.821 -4.907  0.0141
H: 5.335 -1.096 -4.893  0.0427
H: 4.705 0.499 -5.301  0.0399
H: 6.280 1.278 -1.408  0.0281
H: 6.397 1.833 -3.080  0.0385
H: 7.086 0.278 -2.614  0.0402
C: 2.621 2.058 2.957  -0.0180
C: 2.965 1.950 1.467  -0.6438
C: 3.546 3.276 0.978  -0.0322
C: 3.977 0.819 1.281  -0.0195
N: 1.752 1.625 0.715  -0.0669
H: 3.494 2.426 3.499  0.0996
H: 2.351 1.086 3.368  0.0742
H: 1.801 2.754 3.131  0.0779
H: 4.499 3.466 1.474  0.0954
H: 2.880 4.107 1.209  0.0758
H: 3.721 3.263 -0.098  0.0677
H: 4.843 0.989 1.925  0.1012
H: 4.331 0.767 0.252  0.0545
H: 3.531 -0.140 1.550  0.0799

Output
Energy above the lowest of the compared OMol25 structures with the same formula, charge and spin, kcal/mol: 3.5
Net charge: +1
Calculated total energy, eV: -100158.3398
2S+1: 2
HOMO-LUMO gap (spin up / spin down), hartree: 0.300 / 0.303
HOMO (spin up / spin down), eV: -10.343 / -10.427

***

Below is a 14-piece molecular cluster, C28H56O56S14 overall, with properties calculated with ωB97M-V with the def2-TZVPD basis set.

Last column: Löwdin charge in e.
CARTESIAN COORDINATES (ANGSTROEM)
C: 0.807 -1.057 4.417  -0.1981
C: 1.318 -1.235 5.887  -0.1551
O: 0.291 -1.863 6.653  -0.1970
S: -1.206 -1.783 5.812  0.7871
O: -1.957 -0.503 5.972  -0.2436
O: -1.968 -3.035 5.912  -0.2469
O: -0.433 -1.657 4.398  -0.2430
H: 1.370 -1.645 3.692  0.1131
H: 0.709 -0.006 4.144  0.1040
H: 1.633 -0.273 6.291  0.1192
H: 2.138 -1.939 6.021  0.1277
C: -1.726 3.993 -0.077  -0.2158
C: -2.181 5.158 -0.932  -0.1170
O: -1.081 6.095 -0.848  -0.1876
S: 0.356 5.459 -0.370  0.7651
O: 0.721 6.119 0.905  -0.2570
O: 1.424 5.413 -1.378  -0.2370
O: -0.356 3.977 -0.148  -0.2216
H: -1.980 3.001 -0.450  0.1248
H: -1.977 3.932 0.982  0.1237
H: -2.936 5.564 -0.259  0.1336
H: -2.597 4.897 -1.905  0.1220
C: 6.704 4.009 0.094  -0.1810
C: 7.002 3.744 -1.377  -0.1384
O: 5.949 2.885 -1.830  -0.2075
S: 5.338 2.071 -0.577  0.7214
O: 6.168 1.004 -0.016  -0.2248
O: 3.966 1.682 -0.920  -0.2585
O: 5.492 3.373 0.426  -0.1942
H: 6.819 5.043 0.421  0.1419
H: 7.532 3.529 0.617  0.1291
H: 7.899 3.139 -1.509  0.1326
H: 7.040 4.547 -2.113  0.1408
C: -2.367 1.673 -6.620  -0.1241
C: -2.834 0.430 -5.814  -0.1290
O: -3.344 0.976 -4.587  -0.2021
S: -2.830 2.450 -4.242  0.7219
O: -1.890 2.582 -3.068  -0.2776
O: -3.964 3.367 -4.262  -0.2316
O: -1.912 2.504 -5.580  -0.2390
H: -3.243 2.208 -6.985  0.1352
H: -1.568 1.511 -7.344  0.1520
H: -2.060 -0.334 -5.732  0.0978
H: -3.657 -0.058 -6.335  0.1388
C: 2.952 -2.085 0.103  -0.1747
C: 3.692 -1.245 1.103  -0.2149
O: 4.654 -2.041 1.721  -0.1663
S: 4.466 -3.700 1.338  0.7512
O: 4.339 -4.520 2.523  -0.2427
O: 5.408 -4.061 0.306  -0.2120
O: 2.978 -3.353 0.725  -0.2176
H: 3.525 -2.026 -0.822  0.1251
H: 1.895 -1.819 0.090  0.1104
H: 3.009 -1.047 1.929  0.1110
H: 4.013 -0.291 0.686  0.1045
C: 1.119 -4.765 3.678  -0.0510
C: -0.291 -5.198 4.280  -0.0551
O: -0.449 -6.637 4.035  -0.1024
S: 0.972 -7.362 3.707  0.7318
O: 0.762 -8.348 2.744  -0.1103
O: 1.801 -7.630 4.884  -0.0793
O: 1.602 -5.967 3.079  -0.0400
H: 1.762 -4.345 4.451  0.1729
H: 0.949 -4.137 2.804  0.1568
H: -1.114 -4.582 3.917  0.1428
H: -0.362 -5.000 5.350  0.1417
C: -4.793 0.446 3.423  -0.1470
C: -4.971 -0.075 4.849  -0.1879
O: -4.380 -1.333 4.866  -0.2125
S: -4.557 -2.142 3.422  0.7168
O: -5.737 -3.008 3.414  -0.2298
O: -3.273 -2.759 3.135  -0.2578
O: -4.763 -0.740 2.643  -0.2145
H: -3.939 1.082 3.191  0.1172
H: -5.705 0.947 3.100  0.1312
H: -6.037 -0.170 5.056  0.1345
H: -4.492 0.598 5.561  0.1269
C: -0.550 -0.552 -1.628  -0.1259
C: 0.398 0.473 -1.018  -0.1983
O: 0.312 0.381 0.360  -0.2023
S: -0.834 -0.699 0.929  0.6976
O: -1.648 -0.024 1.859  -0.2007
O: -0.234 -1.924 1.356  -0.2278
O: -1.554 -0.805 -0.593  -0.2008
H: 0.000 -1.450 -1.911  0.1098
H: -0.936 -0.148 -2.564  0.1193
H: 0.210 1.511 -1.291  0.1146
H: 1.467 0.354 -1.193  0.1244
C: -3.275 -3.619 -4.502  -0.1887
C: -2.325 -3.933 -3.428  -0.1489
O: -1.007 -4.116 -4.044  -0.1964
S: -0.863 -3.023 -5.254  0.7319
O: -0.201 -3.681 -6.377  -0.2028
O: -0.336 -1.779 -4.675  -0.2700
O: -2.511 -2.882 -5.412  -0.2051
H: -4.106 -2.970 -4.227  0.1362
H: -3.712 -4.538 -4.892  0.1437
H: -2.498 -4.886 -2.928  0.1475
H: -2.246 -3.151 -2.672  0.1187
C: 3.525 -2.629 -3.505  -0.1766
C: 2.236 -3.482 -3.185  -0.1858
O: 2.223 -4.563 -4.105  -0.2147
S: 3.464 -4.438 -5.308  0.8355
O: 2.959 -4.616 -6.725  -0.2653
O: 4.573 -5.350 -4.976  -0.2589
O: 3.774 -2.847 -4.873  -0.2009
H: 4.342 -3.128 -2.984  0.1236
H: 3.434 -1.580 -3.221  0.1064
H: 1.299 -2.926 -3.236  0.0758
H: 2.164 -3.912 -2.186  0.1198
C: -5.932 -0.951 -1.937  -0.1206
C: -4.416 -0.978 -1.411  -0.2078
O: -4.335 -2.060 -0.568  -0.2099
S: -5.708 -3.060 -0.451  0.7379
O: -6.528 -2.949 0.748  -0.2318
O: -5.427 -4.432 -0.811  -0.2350
O: -6.429 -2.279 -1.692  -0.2114
H: -6.103 -0.714 -2.987  0.1230
H: -6.556 -0.197 -1.457  0.1221
H: -4.166 -0.005 -0.989  0.1263
H: -3.735 -1.122 -2.250  0.1004
C: 1.235 3.523 -5.501  -0.2212
C: 1.235 3.866 -4.020  -0.2251
O: 1.641 2.698 -3.403  -0.1945
S: 2.850 1.913 -4.291  0.8167
O: 2.655 0.447 -4.347  -0.2559
O: 4.179 2.430 -3.986  -0.2313
O: 2.156 2.543 -5.720  -0.1764
H: 1.395 4.275 -6.274  0.1452
H: 0.216 3.169 -5.654  0.0974
H: 0.182 4.068 -3.822  0.1154
H: 1.745 4.776 -3.702  0.1187
C: 2.066 2.758 1.485  -0.1876
C: 2.638 3.866 2.253  -0.1729
O: 2.547 3.230 3.520  -0.1881
S: 3.403 1.813 3.451  0.7587
O: 2.906 0.849 4.429  -0.2426
O: 4.858 2.048 3.390  -0.2299
O: 2.700 1.545 1.988  -0.2276
H: 2.236 2.615 0.418  0.1137
H: 0.988 2.680 1.622  0.0998
H: 2.012 4.753 2.355  0.1249
H: 3.582 4.226 1.844  0.1304
C: -3.107 3.881 5.430  -0.2160
C: -2.323 4.856 4.614  -0.1920
O: -0.963 4.456 4.786  -0.1610
S: -0.958 2.800 4.620  0.6937
O: -0.047 2.210 5.534  -0.2003
O: -0.913 2.339 3.252  -0.2372
O: -2.494 2.656 5.210  -0.1875
H: -4.153 3.783 5.140  0.1379
H: -3.184 4.289 6.438  0.1381
H: -2.538 5.874 4.937  0.1446
H: -2.603 4.810 3.561  0.1205

Output
Energy above the lowest of the compared OMol25 structures with the same formula, charge and spin, kcal/mol: 0.0
Net charge: +1
Calculated total energy, eV: -296266.6284
2S+1: 2
HOMO-LUMO gap (spin up / spin down), hartree: 0.352 / 0.097
HOMO (spin up / spin down), eV: -12.340 / -12.340

***

no.,largest force on an atom (eV/A)
1,0.4
2,5.5